{
  "formula": "C49H49BF4N7O5P2PbS",
  "method": "ωB97M-V with the def2-TZVPD basis set",
  "species": ["Pb", "O", "C", "N", "C", "C", "C", "C", "C", "C", "N", "C", "C", "C", "C", "C", "N", "H", "H", "H", "H", "H", "H", "H", "H", "H", "H", "O", "C", "C", "C", "C", "C", "C", "C", "O", "N", "O", "O", "H", "H", "H", "H", "C", "N", "P", "C", "C", "C", "C", "C", "C", "C", "C", "C", "C", "C", "C", "P", "C", "C", "C", "C", "C", "C", "C", "C", "C", "C", "C", "C", "H", "H", "H", "H", "H", "H", "H", "H", "H", "H", "H", "H", "H", "H", "H", "H", "H", "H", "H", "H", "H", "H", "H", "F", "B", "F", "F", "F", "C", "C", "N", "C", "S", "N", "C", "C", "H", "H", "H", "H", "H", "H", "H", "H", "H", "H", "H", "H"],
  "positions_angstrom": [[-1.673, -1.015, 1.121], [-5.316, 1.628, 2.422], [-4.465, 0.756, 2.078], [-3.272, 0.948, 1.609], [-2.791, 2.318, 1.653], [-3.302, 2.989, 0.404], [-4.522, 3.706, 0.362], [-4.974, 4.126, -0.867], [-4.176, 3.893, -2.004], [-2.962, 3.237, -1.848], [-2.486, 2.951, -0.642], [-4.951, -0.631, 2.232], [-6.304, -0.933, 2.582], [-6.728, -2.239, 2.552], [-5.776, -3.265, 2.403], [-4.477, -2.887, 2.049], [-4.069, -1.617, 1.989], [-3.160, 2.835, 2.541], [-1.675, 2.267, 1.540], [-5.110, 3.854, 1.266], [-5.897, 4.644, -1.010], [-4.543, 4.173, -3.010], [-2.334, 3.059, -2.691], [-6.944, -0.086, 2.916], [-7.798, -2.419, 2.649], [-6.007, -4.288, 2.583], [-3.740, -3.634, 1.797], [1.034, -1.842, 0.457], [1.482, -2.934, 0.841], [0.851, -4.202, 0.970], [1.722, -5.265, 1.242], [1.171, -6.563, 1.452], [-0.223, -6.779, 1.440], [-1.052, -5.711, 1.167], [-0.592, -4.380, 0.971], [-1.489, -3.489, 0.781], [2.093, -7.657, 1.705], [3.317, -7.393, 1.820], [1.611, -8.824, 1.793], [2.555, -2.986, 1.158], [2.799, -5.154, 1.223], [-0.625, -7.780, 1.612], [-2.116, -5.908, 1.011], [2.613, 4.456, -0.159], [2.633, 3.026, -0.015], [2.581, 2.008, -1.467], [2.435, 2.973, -3.005], [3.374, 3.819, -3.546], [3.338, 4.109, -4.910], [2.332, 3.613, -5.705], [1.352, 2.814, -5.206], [1.347, 2.610, -3.814], [4.115, 1.132, -1.606], [4.119, -0.184, -1.163], [5.262, -0.994, -1.270], [6.453, -0.456, -1.770], [6.454, 0.850, -2.217], [5.326, 1.663, -2.113], [1.790, 2.363, 1.503], [1.943, 3.744, 2.793], [0.713, 4.210, 3.362], [0.666, 5.367, 4.144], [1.827, 5.936, 4.646], [3.046, 5.438, 4.200], [3.141, 4.405, 3.266], [3.088, 1.311, 2.258], [4.412, 1.395, 1.838], [5.334, 0.534, 2.384], [5.007, -0.312, 3.422], [3.692, -0.390, 3.864], [2.695, 0.399, 3.257], [3.135, 4.844, -1.069], [3.055, 4.897, 0.734], [1.578, 4.887, -0.264], [4.116, 4.325, -2.923], [4.098, 4.731, -5.425], [2.327, 3.833, -6.797], [0.719, 2.234, -5.876], [0.503, 2.077, -3.385], [3.217, -0.615, -0.731], [5.205, -2.008, -0.944], [7.284, -1.144, -1.706], [7.335, 1.305, -2.646], [5.366, 2.760, -2.378], [-0.188, 3.643, 3.196], [-0.315, 5.699, 4.465], [1.809, 6.764, 5.352], [3.987, 5.848, 4.608], [4.119, 4.085, 2.878], [4.765, 2.154, 1.133], [6.318, 0.594, 1.931], [5.763, -0.861, 3.940], [3.476, -1.098, 4.694], [1.646, 0.328, 3.498], [-0.775, 0.443, 3.103], [-0.951, -0.724, 3.987], [-2.297, -0.930, 4.190], [-0.266, -0.592, 5.167], [-0.433, -1.798, 3.179], [-5.496, -2.812, -4.600], [-5.135, -3.285, -3.191], [-4.166, -2.446, -2.499], [-2.848, -2.229, -2.790], [-2.021, -0.925, -2.050], [-2.342, -2.997, -3.756], [-0.949, -2.973, -4.189], [0.013, -3.582, -3.173], [-6.320, -3.379, -5.053], [-4.591, -2.862, -5.223], [-5.849, -1.769, -4.578], [-4.648, -4.268, -3.233], [-6.027, -3.370, -2.479], [-4.539, -1.822, -1.739], [-2.973, -3.686, -4.194], [-0.684, -1.933, -4.434], [-0.943, -3.498, -5.141], [0.025, -2.943, -2.306], [1.015, -3.642, -3.622], [-0.293, -4.601, -2.953]],
  "largest_force_ha_per_bohr": 0.069,
  "charge": -1,
  "relative_energy_kj_mol": 21.35,
  "gap_ev": 7.25
}

{
  "formula": "C49H49ClN5O4ReSi",
  "method": "ωB97M-V with the def2-TZVPD basis set",
  "species": ["Re", "C", "O", "C", "C", "C", "C", "C", "C", "N", "N", "C", "O", "C", "C", "C", "C", "C", "C", "C", "O", "H", "H", "H", "H", "H", "H", "H", "H", "H", "H", "H", "H", "C", "C", "C", "C", "C", "C", "Si", "C", "C", "C", "C", "C", "C", "C", "C", "C", "C", "C", "C", "H", "H", "H", "H", "H", "H", "H", "H", "H", "H", "H", "H", "H", "H", "H", "C", "C", "C", "C", "C", "O", "C", "C", "C", "C", "C", "C", "Cl", "C", "C", "C", "N", "C", "N", "C", "N", "H", "H", "H", "H", "H", "H", "H", "H", "H", "H", "H", "H", "H", "H", "H", "H", "H", "H", "H", "H", "H", "H"],
  "positions_angstrom": [[-0.051, -0.168, -0.578], [-0.323, -5.168, -0.413], [0.775, -4.475, 0.181], [0.440, -3.784, 1.316], [0.640, -4.357, 2.562], [0.340, -3.655, 3.721], [-0.157, -2.370, 3.631], [-0.337, -1.757, 2.389], [-0.795, -0.382, 2.367], [-0.730, 0.352, 1.319], [-1.165, 1.667, 1.450], [-1.155, 2.249, 0.303], [-0.852, 1.559, -0.812], [-1.454, 3.673, 0.137], [-1.792, 4.448, 1.247], [-2.046, 5.798, 1.089], [-1.960, 6.380, -0.170], [-1.623, 5.611, -1.274], [-1.372, 4.257, -1.124], [-0.039, -2.477, 1.226], [-0.196, -1.950, -0.028], [0.069, -5.675, -1.291], [-1.111, -4.473, -0.709], [-0.734, -5.904, 0.280], [1.033, -5.365, 2.601], [0.500, -4.112, 4.687], [-0.393, -1.810, 4.527], [-1.183, 0.063, 3.277], [-1.851, 3.983, 2.222], [-2.311, 6.400, 1.948], [-2.159, 7.437, -0.290], [-1.559, 6.065, -2.254], [-1.105, 3.651, -1.979], [2.491, 4.673, -1.472], [2.717, 4.395, -0.133], [2.708, 3.082, 0.319], [2.469, 2.019, -0.557], [2.259, 2.324, -1.909], [2.270, 3.632, -2.364], [2.283, 0.255, 0.048], [3.284, -0.975, -0.962], [3.082, -2.346, -0.753], [3.657, -3.298, -1.583], [4.445, -2.894, -2.655], [4.665, -1.541, -2.875], [4.093, -0.593, -2.034], [2.592, 0.068, 1.886], [1.970, 0.902, 2.823], [2.144, 0.710, 4.185], [2.942, -0.331, 4.644], [3.575, -1.164, 3.735], [3.405, -0.961, 2.371], [2.492, 5.698, -1.822], [2.903, 5.201, 0.565], [2.900, 2.890, 1.368], [2.085, 1.527, -2.623], [2.111, 3.841, -3.415], [2.449, -2.685, 0.057], [3.484, -4.350, -1.394], [4.898, -3.632, -3.306], [5.293, -1.220, -3.697], [4.284, 0.456, -2.222], [1.328, 1.713, 2.493], [1.661, 1.376, 4.889], [3.077, -0.484, 5.707], [4.211, -1.967, 4.084], [3.933, -1.607, 1.681], [2.193, -5.014, -6.551], [0.882, -4.754, -5.793], [-0.151, -5.785, -6.259], [1.161, -5.001, -4.304], [0.368, -3.307, -6.114], [0.434, -3.101, -7.529], [-1.098, -3.002, -5.731], [-1.586, -3.203, -4.285], [-2.488, -2.121, -3.723], [-3.199, -1.214, -4.499], [-3.916, -0.175, -3.917], [-3.932, -0.042, -2.539], [-4.777, 1.281, -1.804], [-3.284, -0.970, -1.737], [-2.576, -1.999, -2.337], [1.361, -2.217, -5.608], [0.873, -1.338, -4.554], [1.038, -1.450, -3.245], [0.344, -0.489, -2.641], [-0.215, 0.215, -3.673], [0.094, -0.270, -4.842], [2.548, -6.019, -6.318], [2.985, -4.318, -6.266], [2.061, -4.940, -7.628], [0.248, -6.791, -6.122], [-0.389, -5.687, -7.322], [-1.082, -5.719, -5.694], [1.593, -5.998, -4.193], [0.263, -4.975, -3.692], [1.891, -4.301, -3.891], [-0.146, -3.735, -7.966], [-1.720, -3.597, -6.403], [-1.254, -1.968, -6.032], [-0.745, -3.276, -3.598], [-2.097, -4.167, -4.205], [-3.188, -1.289, -5.579], [-4.454, 0.535, -4.531], [-3.346, -0.888, -0.658], [-2.050, -2.707, -1.709], [1.586, -1.574, -6.455], [2.291, -2.648, -5.248], [1.640, -2.202, -2.757], [-0.849, 1.074, -3.527]],
  "s_squared": 0.755,
  "multiplicity": 2,
  "largest_force_ha_per_bohr": 0.005,
  "charge": 1,
  "relative_energy_kj_mol": 0.00,
  "gap_ev": [7.17, 7.02]
}